Entry 1:
Formula: ClH14MgO7
Source: OMol25
Level of theory: ωB97M-V/def2-TZVPD

Calculated values
E_tot: -1195.1724 Ha
molecular weight: 185.86 g mol⁻¹
E_HOMO: -13.493 eV
total charge: +1
HOMO-LUMO gap: 7.046 eV

Structure (XYZ):
```
23
Properties=species:S:1:pos:R:3:forces:R:3:lowdin_charge:R:1
Cl -0.099596 0.057410 -0.516798 0.8 0.7 -1.3 0.0947
Mg 1.140966 1.261560 -2.482121 -1.6 -1.3 1.8 1.0460
O 2.793290 0.823691 -1.513699 0.2 0.4 -0.7 -0.0459
O 1.458042 -0.758637 2.549249 0.5 0.1 -0.2 -0.0620
O -0.727317 1.423449 -3.219310 1.0 0.5 -0.6 -0.0601
O -0.337633 2.027874 2.245353 0.0 -0.1 0.1 -0.0507
O -1.693419 -1.469112 1.980416 0.1 0.2 0.1 -0.0494
O -3.229894 1.359683 -0.125490 0.0 0.4 -0.4 -0.0593
O 1.550810 -3.272267 -0.510635 0.2 0.0 -0.2 -0.0550
H 1.293232 -2.351974 -0.456392 -0.2 0.3 0.1 -0.0462
H -1.492373 0.944173 -2.901190 -0.3 -0.6 0.8 0.0781
H 0.552501 -0.608243 2.277900 -0.5 0.2 0.2 -0.0346
H 2.774562 0.832961 -0.556731 -0.4 -0.1 0.9 0.0898
H -2.350677 0.981537 -0.140046 0.3 -0.2 0.2 -0.0845
H -1.256486 -2.293564 2.193970 0.0 -0.3 0.2 0.0361
H 3.636868 0.428312 -1.733416 0.5 -0.2 -0.4 0.1158
H -1.424193 -1.280674 1.081401 0.0 0.0 -0.3 -0.0657
H -1.076785 2.023012 -3.878570 -0.1 0.4 -0.5 0.1066
H 1.058235 -3.701000 0.189206 -0.1 -0.2 0.1 0.0330
H -0.098067 2.949404 2.147306 0.0 0.3 0.1 0.0333
H -3.796477 0.662548 -0.455985 -0.3 -0.2 0.1 0.0353
H 1.580959 -1.703874 2.461737 0.1 -0.3 0.1 0.0239
H -0.256548 1.663732 1.363844 0.0 -0.2 -0.2 -0.0796
```
Positions in Å, forces in eV/Å.

---

Entry 2:
Formula: ClH14O7
Source: OMol25
Level of theory: ωB97M-V/def2-TZVPD

Calculated values
E_tot: -995.3516 Ha
molecular weight: 161.56 g mol⁻¹
E_HOMO: -5.087 eV
total charge: -1
HOMO-LUMO gap: 7.994 eV
ΔE to the lowest compared entry with this formula, charge and spin: 158.65 kJ/mol

Structure (XYZ):
```
22
Properties=species:S:1:pos:R:3:forces:R:3:lowdin_charge:R:1
Cl 0.392093 0.221428 0.059523 0.0 -0.1 0.0 -0.8613
O -2.995277 4.235308 0.638823 -0.2 0.3 -0.1 -0.0593
O -0.725607 2.006318 4.348273 -0.1 0.0 0.4 -0.0629
O 0.650353 2.515078 -4.081647 0.0 0.3 -0.3 -0.0643
O -3.895047 -1.376342 -0.750587 -0.3 -0.2 0.1 -0.0666
O -0.146687 -4.039212 2.356073 0.0 -0.3 0.3 -0.0649
O 4.719633 -0.824082 1.199373 0.4 0.0 0.1 -0.0676
O 2.404523 -2.603962 -3.181667 0.2 -0.3 -0.2 -0.0637
H 4.448883 -1.696132 1.486543 -0.1 -0.2 0.0 0.0231
H -3.041127 -0.993132 -0.550057 0.5 0.2 0.2 0.0174
H -0.849157 2.933308 4.144133 0.0 0.2 -0.1 0.0194
H -0.496467 -4.361112 1.525243 -0.1 0.0 -0.2 0.0256
H -0.260957 1.653348 3.589493 0.1 -0.3 -0.4 0.0248
H 1.942663 -2.212752 -2.440137 -0.2 0.3 0.4 0.0219
H 1.893913 -2.341912 -3.947727 -0.1 0.1 -0.1 0.0205
H -4.048037 -1.154272 -1.669017 0.0 0.1 -0.2 0.0216
H 0.874603 1.762398 -4.628827 0.1 -0.2 -0.1 0.0203
H 0.174713 -3.159932 2.156583 0.1 0.4 -0.1 0.0248
H -3.289747 3.984598 1.514413 -0.1 -0.1 0.2 0.0227
H 3.903683 -0.388452 0.953053 -0.4 0.2 -0.1 0.0166
H 0.572383 2.154828 -3.198257 0.0 -0.2 0.5 0.0214
H -2.229337 3.684688 0.476403 0.3 -0.3 -0.1 0.0307
```
Positions in Å, forces in eV/Å.

---

Entry 3:
Formula: ClH14O7
Source: OMol25
Level of theory: ωB97M-V/def2-TZVPD

Calculated values
spin multiplicity: 2
E_tot: -995.1506 Ha
molecular weight: 161.56 g mol⁻¹
E_HOMO (alpha / beta): -11.563 / -11.538 eV
HOMO-LUMO gap (alpha / beta): 11.389 / 4.944 eV
ΔE to the lowest compared entry with this formula, charge and spin: 26.48 kJ/mol

Structure (XYZ):
```
22
Properties=species:S:1:pos:R:3:forces:R:3:lowdin_charge:R:1
Cl 0.460046 -0.281190 0.165560 -0.1 0.0 0.3 0.5621
O -0.121574 -3.406350 -0.246660 0.1 -0.2 -0.2 -0.0449
O -2.881484 -1.302370 0.136820 -0.1 0.0 -0.2 -0.0446
O 1.103216 1.352000 -2.431050 -0.1 0.1 -0.2 -0.0561
O -2.318364 0.862320 -1.936740 0.3 0.4 -0.1 -0.0454
O 1.817316 0.773700 3.487460 -0.2 0.2 0.0 -0.0489
O 3.684836 0.127950 -0.227060 0.1 -0.2 0.1 -0.0590
O -1.898284 2.144210 0.919610 0.0 0.0 0.3 -0.0352
H -1.935424 2.347200 -0.015080 -0.2 0.1 -0.5 0.0235
H -1.112884 1.605850 1.017250 0.2 0.0 0.2 -0.0383
H 0.810886 0.757690 -1.739980 -0.1 0.0 -0.1 -0.1139
H -3.109694 -1.998770 0.752590 -0.2 -0.2 0.2 0.0422
H 2.737316 0.827110 3.228670 0.3 0.0 0.0 0.0332
H 1.979266 1.624730 -2.158320 0.3 0.1 -0.1 0.0202
H 0.202846 -2.524260 -0.065260 0.2 0.0 0.1 -0.0909
H -1.940634 -1.174080 0.257550 0.2 0.0 0.1 -0.0618
H 1.458536 0.065000 2.953380 -0.1 -0.3 0.0 -0.0110
H -2.847544 0.222830 -2.413450 -0.2 -0.2 -0.1 0.0457
H 3.862206 0.968640 -0.648970 0.2 0.2 -0.1 0.0325
H -1.800164 0.337740 -1.326400 -0.1 -0.2 0.1 -0.0442
H -0.904034 -3.491030 0.298150 -0.3 -0.1 0.1 0.0291
H 2.753616 0.161080 -0.008070 -0.1 0.0 0.1 -0.0944
```
Positions in Å, forces in eV/Å.

---

Entry 4:
Formula: ClH2N2O
Source: OMol25
Level of theory: ωB97M-V/def2-TZVPD

Calculated values
E_tot: -646.1615 Ha
molecular weight: 81.48 g mol⁻¹
E_HOMO: -4.501 eV
total charge: -1
HOMO-LUMO gap: 9.216 eV
ΔE to the lowest compared entry with this formula, charge and spin: 260.55 kJ/mol

Structure (XYZ):
```
6
Properties=species:S:1:pos:R:3:forces:R:3:lowdin_charge:R:1
Cl -2.795048 -0.222986 -0.173877 -0.5 0.0 0.0 -0.5435
O 2.162523 -0.519998 -0.107922 -1.0 -0.1 0.2 -0.1642
N 0.980742 -0.815145 0.040988 -1.2 3.1 0.0 -0.1643
N 0.104687 0.278830 0.146798 2.3 -2.7 -0.1 -0.0017
H -0.917847 0.061197 0.075170 0.0 0.0 0.0 -0.1996
H 0.464945 1.218100 0.018843 0.3 -0.2 -0.1 0.0734
```
Positions in Å, forces in eV/Å.

---

Entry 5:
Formula: ClH2NO2S
Source: OMol25
Level of theory: ωB97M-V/def2-TZVPD

Calculated values
spin multiplicity: 3
E_tot: -1064.5789 Ha
molecular weight: 115.54 g mol⁻¹
E_HOMO (alpha / beta): -6.637 / -10.539 eV
HOMO-LUMO gap (alpha / beta): 6.581 / 6.776 eV
ΔE to the lowest compared entry with this formula, charge and spin: 219.22 kJ/mol

Structure (XYZ):
```
7
Properties=species:S:1:pos:R:3:forces:R:3:lowdin_charge:R:1
Cl 1.841662 1.513470 -0.793846 1.1 2.0 -2.0 -0.0139
S 1.205302 0.051248 0.726142 -0.8 -3.9 -2.0 0.5813
O -1.059621 -1.071147 -1.052509 1.7 -0.5 3.1 -0.0271
O 0.949750 0.821268 1.879451 -0.6 1.8 2.9 -0.5111
N -0.576619 -0.254522 0.011518 -0.3 -0.1 -0.8 -0.1630
H -1.409762 -0.434178 -1.637847 -0.3 1.4 -1.5 0.0790
H -0.950715 -0.626139 0.867092 -0.7 -0.7 0.4 0.0548
```
Positions in Å, forces in eV/Å.

---

Entry 6:
Formula: ClH2NOS
Source: OMol25
Level of theory: ωB97M-V/def2-TZVPD

Calculated values
E_tot: -989.4565 Ha
molecular weight: 99.54 g mol⁻¹
E_HOMO (alpha / beta): -9.311 / -11.474 eV
HOMO-LUMO gap (alpha / beta): 8.417 / 9.872 eV
ΔE to the lowest compared entry with this formula, charge and spin: 238.88 kJ/mol

Structure (XYZ):
```
6
Properties=species:S:1:pos:R:3:forces:R:3:lowdin_charge:R:1
Cl -4.021092 -1.016457 0.661388 -0.2 -1.5 1.1 0.2090
S -3.702673 0.357319 -0.691216 0.5 -1.1 -2.0 0.4211
O -3.965619 1.600152 -0.045114 -0.4 2.6 0.9 -0.6022
N -0.185567 0.030303 0.137424 0.2 0.0 -0.1 0.0963
H -1.168723 0.128376 0.385214 -0.2 0.0 0.3 -0.0956
H -0.165566 0.438622 -0.802233 0.1 0.0 -0.1 -0.0287
```
Positions in Å, forces in eV/Å.

---

Entry 7:
Formula: ClH2NOS2
Source: OMol25
Level of theory: ωB97M-V/def2-TZVPD

Calculated values
E_tot: -1387.6977 Ha
molecular weight: 131.61 g mol⁻¹
E_HOMO: -9.586 eV
HOMO-LUMO gap: 8.876 eV
ΔE to the lowest compared entry with this formula, charge and spin: 58.43 kJ/mol

Structure (XYZ):
```
7
Properties=species:S:1:pos:R:3:forces:R:3:lowdin_charge:R:1
Cl -1.140524 -0.558088 4.186694 0.3 -0.3 -0.6 0.0016
S 1.933706 -0.176794 -1.537524 -0.3 -0.3 0.0 0.8191
S -0.526970 -1.537774 2.467279 -3.5 -0.6 0.3 0.2780
O 2.956043 -0.080573 -0.550767 1.6 -0.1 0.4 -0.4963
N 0.783095 0.701287 -1.173663 0.4 0.5 1.1 -0.2790
H -0.006178 0.421540 -1.678459 -1.7 -0.1 -1.4 -0.0392
H 0.672959 -1.223365 2.537911 3.2 1.0 0.3 -0.2842
```
Positions in Å, forces in eV/Å.

---

Entry 8:
Formula: ClH2NP2
Source: OMol25
Level of theory: ωB97M-V/def2-TZVPD

Calculated values
E_tot: -1198.7650 Ha
molecular weight: 113.42 g mol⁻¹
E_HOMO: -8.283 eV
HOMO-LUMO gap: 7.069 eV
ΔE to the lowest compared entry with this formula, charge and spin: 218.36 kJ/mol

Structure (XYZ):
```
6
Properties=species:S:1:pos:R:3:forces:R:3:lowdin_charge:R:1
Cl -0.528082 0.876021 1.607874 -0.6 0.7 2.8 0.1633
P -0.075942 -0.177268 0.050811 0.5 -0.6 -1.5 0.1141
P -0.254202 1.873369 -1.202912 0.8 -3.2 -0.1 0.3488
N 0.227770 -1.705380 0.364855 -0.1 1.9 0.7 -0.3354
H 0.292479 -1.914657 1.411893 -0.3 0.4 -1.8 0.0066
H 0.337978 1.047915 -2.232520 -0.3 0.8 -0.1 -0.2974
```
Positions in Å, forces in eV/Å.

---

Entry 9:
Formula: ClH2O3P
Source: OMol25
Level of theory: ωB97M-V/def2-TZVPD

Calculated values
E_tot: -1028.3620 Ha
molecular weight: 116.44 g mol⁻¹
E_HOMO: -8.679 eV
HOMO-LUMO gap: 7.761 eV
ΔE to the lowest compared entry with this formula, charge and spin: 523.30 kJ/mol

Structure (XYZ):
```
7
Properties=species:S:1:pos:R:3:forces:R:3:lowdin_charge:R:1
Cl 1.763385 0.451829 -1.493774 0.9 -0.6 -0.4 0.7353
P -1.301874 -0.325085 0.176986 -0.3 1.0 1.6 0.8680
O 0.975526 1.750081 -1.097233 -0.8 0.1 0.4 -0.8108
O -0.819116 -0.438959 1.732493 -1.2 1.7 0.8 -0.3193
O -0.276582 -1.019339 -0.593950 0.2 -1.4 -0.5 -0.4928
H 0.925222 -0.630822 -1.117573 0.2 0.8 -0.1 -0.0882
H -1.266561 0.212294 2.393051 0.9 -1.7 -1.8 0.1078
```
Positions in Å, forces in eV/Å.

---

Entry 10:
Formula: ClH2OPS2
Source: OMol25
Level of theory: ωB97M-V/def2-TZVPD

Calculated values
E_tot: -1674.3906 Ha
molecular weight: 148.58 g mol⁻¹
E_HOMO: -9.583 eV
HOMO-LUMO gap: 8.123 eV
ΔE to the lowest compared entry with this formula, charge and spin: 113.04 kJ/mol

Structure (XYZ):
```
7
Properties=species:S:1:pos:R:3:forces:R:3:lowdin_charge:R:1
Cl 0.188187 -0.550095 -2.232829 -0.6 -0.7 1.1 0.1633
S -2.410165 -0.837904 -0.035063 2.2 -0.8 -0.8 0.1485
S 0.751127 -2.376442 0.587538 -1.3 0.9 -1.3 0.1525
P -0.562932 -1.380964 -0.468063 -0.3 0.6 1.0 -0.4445
O 0.549507 1.440867 0.559991 0.4 -2.2 0.6 -0.0969
H 0.348160 2.301576 0.249305 0.1 1.4 0.1 0.0179
H 1.136116 1.402961 1.339121 -0.5 0.7 -0.8 0.0591
```
Positions in Å, forces in eV/Å.

---

Entry 11:
Formula: ClH2OZr
Source: OMol25
Level of theory: ωB97M-V/def2-TZVPD

Calculated values
E_tot: -581.9679 Ha
molecular weight: 144.69 g mol⁻¹
E_HOMO: -25.104 eV
total charge: +3
HOMO-LUMO gap: 4.374 eV
ΔE to the lowest compared entry with this formula, charge and spin: 427.09 kJ/mol

Structure (XYZ):
```
5
Properties=species:S:1:pos:R:3:forces:R:3:lowdin_charge:R:1
Zr 1.343524 1.953293 -1.170463 10.3 4.7 -5.8 2.1101
Cl -0.179709 1.243745 -0.302478 -9.9 -2.6 5.4 0.8614
O -0.057141 -1.272018 0.467289 1.2 0.5 -0.3 0.0926
H -0.867452 -1.513519 0.915974 -0.9 -0.8 0.7 0.1226
H -0.239220 -0.411501 0.089678 -0.7 -1.8 0.0 -0.1867
```
Positions in Å, forces in eV/Å.

---

Entry 12:
Formula: ClH2PS
Source: OMol25
Level of theory: ωB97M-V/def2-TZVPD

Calculated values
E_tot: -1200.9409 Ha
molecular weight: 100.51 g mol⁻¹
E_HOMO: -9.533 eV
HOMO-LUMO gap: 9.348 eV
ΔE to the lowest compared entry with this formula, charge and spin: 0.00 kJ/mol

Structure (XYZ):
```
5
Properties=species:S:1:pos:R:3:forces:R:3:lowdin_charge:R:1
Cl 1.676415 1.991984 0.002611 0.1 -1.1 0.1 0.1289
S 2.151297 -1.646905 0.001376 -0.1 1.2 -0.2 0.0852
P 1.079113 -0.020163 -0.020112 -0.2 -0.6 0.1 -0.0780
H 0.187676 0.113268 -1.086259 0.1 0.0 -0.2 -0.0676
H 0.176986 -0.062897 1.040273 0.0 0.4 0.2 -0.0685
```
Positions in Å, forces in eV/Å.